C7H4O5 | wB97M-V/def2-TZVPD

2S+1 = 3
E_tot = -17553.7045 eV
HOMO-LUMO gap (spin up / spin down) = 7.19 / 9.55 eV
charge = 0

Each line ends with the Löwdin charge.
Atoms and positions in Å:
C1 -0.0370 0.2959 0.8296  -0.05
H1 -2.2178 0.5682 1.2324  0.16
C2 0.6846 1.4552 0.1527  -0.42
O1 3.8684 -1.1618 0.2332  0.16
O2 1.8739 1.5801 0.0567  0.15
C3 -1.4907 0.5538 0.4162  -0.23
H2 0.1753 0.2519 1.8993  0.17
C4 0.3459 -0.9529 0.0568  -0.15
C5 -1.7844 -0.4927 -0.6269  0.01
C6 2.7765 -0.9919 -0.1471  -0.33
H3 -0.6591 -2.0979 -1.5327  0.12
O3 -1.5072 1.8988 -0.0953  0.00
H4 -2.7267 -0.5246 -1.1325  0.11
O4 -0.1907 2.2576 -0.4491  0.11
C7 -0.7154 -1.2831 -0.8339  0.01
O5 1.6042 -1.3566 -0.0593  0.16